Entry 1:
ORCA calculation (ωB97M-V/def2-TZVPD) on a single C12H18BrNO molecule.

Computed properties:
- ΔE to the lowest compared entry with this formula, charge and spin (kcal per mole) = 1.6
- E_HOMO (eV) = -8.21
- SMILES = CCCN(CCO)Cc1cccc(Br)c1
- total energy (Eh) = -3172.0477
- frontier orbital gap (Ha) = 0.327

Element x y z (Å)
C 0.29658 3.46752 0.91266
C 1.14208 2.20020 0.90055
C 1.94134 2.08785 -0.40802
N 2.64147 0.84304 -0.65631
C 3.48609 0.41064 0.43716
C 4.63088 -0.48952 -0.03814
O 4.20219 -1.83708 -0.08423
C 1.86741 -0.20241 -1.30797
C 0.69647 -0.74105 -0.52151
C 0.88236 -1.74311 0.42519
C -0.18000 -2.19598 1.18868
C -1.44746 -1.66716 1.01469
C -1.62881 -0.68551 0.05668
Br -3.37348 0.04957 -0.21227
C -0.57819 -0.21963 -0.71068
H -0.23798 3.56050 1.85503
H 0.92411 4.34715 0.78439
H -0.43426 3.44816 0.10712
H 0.49477 1.33046 1.01678
H 1.82983 2.21569 1.74844
H 1.26898 2.25616 -1.25231
H 2.69167 2.88854 -0.42196
H 2.93690 -0.12151 1.22829
H 3.92944 1.30944 0.87121
H 4.96112 -0.15275 -1.02932
H 5.47040 -0.39478 0.66425
H 4.93633 -2.39091 -0.36842
H 2.55360 -1.02339 -1.51962
H 1.51218 0.20846 -2.25810
H 1.86488 -2.17152 0.55105
H -0.02561 -2.97062 1.92500
H -2.28058 -2.01452 1.60601
H -0.74915 0.54810 -1.45081

Results of the Mulliken charge analysis, in e, for atoms 1 through 6: atom 1 (C): -1.521, atom 2 (C): 0.337, atom 3 (C): -1.150, atom 4 (N): 0.249, atom 5 (C): -0.451, atom 6 (C): -0.987


Entry 2:
ORCA calculation (ωB97M-V/def2-TZVPD) on a molecular structure, C47H64AuGeNO3PSSi.

Computed properties:
- ΔE to the lowest compared entry with this formula, charge and spin (kcal per mole) = 31.5
- E_HOMO (eV) = -11.06
- total energy (Eh) = -5351.3175
- charge = +1
- frontier orbital gap (Ha) = 0.222

Element x y z (Å)
Au -0.68075 0.06952 1.77856
C -7.05323 0.15992 0.52770
Si -6.08056 1.29770 1.63188
C -5.93926 0.60500 3.35302
C -6.79990 3.01052 1.67108
C -4.36275 1.45189 0.81600
C -4.23113 2.16351 -0.37847
C -3.00779 2.31870 -1.03639
C -1.88715 1.72951 -0.49942
N -2.01138 1.04137 0.63894
C -3.17173 0.91274 1.28323
S -2.79179 -0.01306 2.74696
H -8.09094 0.09365 0.86085
H -6.63416 -0.84851 0.54242
H -7.05820 0.50905 -0.50687
H -6.92504 0.63582 3.82203
H -5.26118 1.18538 3.98177
H -5.61183 -0.43690 3.36195
H -7.72261 3.00511 2.25478
H -7.04618 3.38356 0.67546
H -6.11569 3.71989 2.14014
H -5.11131 2.62294 -0.81384
H -2.92989 2.87818 -1.95714
H -0.90580 1.77034 -0.95217
O 2.22026 -0.82330 4.39618
C 1.71061 -0.71716 3.31627
O 0.37363 -0.57892 3.26447
C 2.48102 -0.76249 2.01742
C 2.40291 0.48569 1.11156
Ge 2.89431 2.22290 1.91708
C 2.91253 3.53995 0.46769
C 4.11896 4.15278 0.12358
C 4.18070 5.09926 -0.89160
C 3.03254 5.45442 -1.58268
C 1.82446 4.85349 -1.25975
C 1.77095 3.90503 -0.24835
C 1.56029 2.68911 3.26033
C 1.82143 2.56386 4.62171
C 0.82674 2.80463 5.56119
C -0.44471 3.17802 5.15502
C -0.72257 3.31823 3.80373
C 0.27406 3.07278 2.86856
C 4.68621 2.10169 2.63948
C 5.53831 1.06137 2.27297
C 6.83991 1.00586 2.75367
C 7.30514 1.99341 3.60877
C 6.47114 3.03931 3.97827
C 5.17189 3.09299 3.49448
H 2.12832 -1.63397 1.46057
H 3.51086 -0.94533 2.31468
H 1.41224 0.61088 0.64760
H 3.08986 0.33488 0.27538
H 5.02427 3.89090 0.65808
H 5.12619 5.56376 -1.13886
H 3.07760 6.19643 -2.36871
H 0.92360 5.13124 -1.79291
H 0.81766 3.44243 -0.02591
H 2.80053 2.24503 4.95674
H 1.04384 2.68841 6.61456
H -1.21680 3.36340 5.89008
H -1.70966 3.62612 3.48042
H 0.05094 3.23185 1.81899
H 5.19285 0.28331 1.60212
H 7.48988 0.19151 2.46148
H 8.31764 1.94844 3.98723
H 6.83373 3.81344 4.64167
H 4.53271 3.91976 3.78474
O -0.22200 -0.98424 -0.23173
P -0.18379 -1.91802 -1.43527
C 1.25726 -3.01260 -1.18825
C 1.31388 -3.54810 0.26244
C 0.74788 -4.95425 0.43598
C 1.44574 -5.92625 -0.50545
C 1.17881 -5.51586 -1.94583
C 1.63291 -4.08334 -2.23949
C -0.02138 -0.79199 -2.87434
C 0.08550 -1.30247 -4.32790
C 1.51256 -1.45597 -4.86357
C 2.34503 -0.20226 -4.62573
C 2.39465 0.10473 -3.13478
C 0.98945 0.34427 -2.59012
C -1.80402 -2.76919 -1.47782
C -2.07717 -3.84963 -2.54071
C -3.57980 -4.11040 -2.64219
C -4.32392 -2.88818 -3.20315
C -3.59926 -1.58578 -2.83973
C -2.93808 -1.70772 -1.46988
H 2.01816 -2.22281 -1.25403
H 0.80905 -2.84850 0.92939
H 2.36480 -3.57280 0.56559
H -0.32999 -4.96254 0.23593
H 0.87952 -5.26082 1.47462
H 1.10370 -6.94777 -0.33458
H 2.52229 -5.90862 -0.30565
H 0.11398 -5.62604 -2.13782
H 1.68680 -6.18493 -2.64237
H 1.27926 -3.79451 -3.22821
H 2.72518 -4.09279 -2.29351
H -1.01373 -0.33027 -2.77573
H -0.41422 -0.55573 -4.95289
H -0.46844 -2.22909 -4.46761
H 1.45657 -1.68525 -5.92897
H 2.02055 -2.29609 -4.38946
H 1.89626 0.64477 -5.15522
H 3.35126 -0.33464 -5.02519
H 3.00200 0.98992 -2.93880
H 2.87426 -0.73099 -2.61409
H 0.60370 1.25319 -3.06647
H 1.02635 0.54875 -1.51794
H -1.79831 -3.25558 -0.49421
H -1.57166 -4.77011 -2.27008
H -1.70032 -3.55890 -3.52134
H -3.95678 -4.35525 -1.64520
H -3.76357 -4.98544 -3.26564
H -5.33961 -2.86746 -2.80350
H -4.41547 -2.96780 -4.28754
H -4.29873 -0.74757 -2.84738
H -2.83769 -1.36088 -3.59210
H -3.69431 -2.00092 -0.73619
H -2.55185 -0.74651 -1.13674

Results of the Mulliken charge analysis, in e, for atoms 1 through 6: atom 1 (Au): 0.981, atom 2 (C): -1.073, atom 3 (Si): 0.040, atom 4 (C): -1.145, atom 5 (C): -1.070, atom 6 (C): 0.373


Entry 3:
ORCA calculation (ωB97M-V/def2-TZVPD) on a gas-phase ion, C5H9N2O (charge +1) at a distorted geometry.

Computed properties:
- ΔE to the lowest compared entry with this formula, charge and spin (kcal per mole) = 137.0
- E_HOMO (alpha / beta) (eV) = -11.17 / -11.60
- total energy (Eh) = -380.2334
- charge = +1
- frontier orbital gap (alpha / beta) (Ha) = 0.216 / 0.250

Element x y z (Å)
C -1.49815 -0.19251 -0.25887
C 1.63728 0.58806 -0.24678
C -0.77705 2.15380 0.24199
C 0.95362 -0.58920 -0.57484
C 1.04280 -1.52022 0.65402
N -0.43218 -0.49677 -1.14194
N -1.55165 1.03298 0.26097
O 2.35861 1.44704 0.04692
H -2.29850 -0.97980 0.09497
H -0.88202 2.96839 0.93136
H -0.09209 2.20346 -0.56734
H 1.29494 -0.96383 -1.64831
H 1.58178 -2.51927 0.40545
H 0.17220 -1.83040 1.19885
H 1.61595 -1.06762 1.42421
H -0.61492 -1.42268 -1.62541
H -2.51064 1.18856 0.80475

Results of the Mulliken charge analysis, in e, for atoms 1 through 6: atom 1 (C): -0.215, atom 2 (C): 0.026, atom 3 (C): -0.700, atom 4 (C): 0.703, atom 5 (C): -1.346, atom 6 (N): -0.406